Below is C33H56BCdN4P2S as an isolated structure in a non-equilibrium geometry, with properties calculated with ωB97M-V/def2-TZVPD.

Structure (ORCA input):
```
! wB97M-V def2-TZVPD RIJCOSX def2/J DEFGRID3
* xyz 1 1
H -2.0815 -2.0017 -4.6713
H -5.5336 -0.0688 1.3606
C 1.6621 -2.1461 -2.0380
H -3.0233 -3.6808 1.7454
C -2.0509 -3.7022 2.2321
Cd -0.2830 -1.3061 0.7687
C -0.9057 -2.9873 -3.1160
H -0.9281 4.3135 2.1204
H 1.3580 -3.8780 4.0410
H -0.3230 3.6307 4.1534
H -1.8388 -3.2942 -1.1769
H 1.3201 0.9499 -2.1548
H 1.5576 -3.1965 -1.7214
H 4.4442 -1.6839 -2.8465
H 1.2994 4.7252 2.9749
C 2.3155 1.0096 1.8346
H -6.0485 2.4014 2.0301
H 1.3546 0.3925 4.6577
H 2.2837 5.0769 1.5493
C -5.7946 2.0646 1.0178
H 1.4714 4.3677 -0.6358
H -1.8796 0.4529 2.8725
C -1.2310 -3.8578 -1.8950
H 0.0990 -3.2579 -5.0387
H 6.4971 -0.3441 -2.6304
H 1.5231 1.6202 -3.7841
H -2.9371 2.3301 -0.6376
H 0.8712 0.2058 -5.7527
S -3.0283 -0.5220 0.0531
C 0.3789 0.2518 4.1749
C -2.2342 -2.5526 -3.7371
C 0.2766 -0.1490 -3.7198
H -2.1579 1.4932 4.2901
H -2.0193 2.2179 2.6783
H -0.8076 1.6164 -4.3702
H -0.3302 -0.0501 4.9557
H -0.2554 -1.1474 -5.5857
H -0.6790 -4.7029 -4.3829
H -1.8095 -4.7372 -2.2167
C 0.1833 2.7084 4.4627
H -5.1790 3.4665 -0.5706
C -3.9457 0.8186 0.3763
H 1.0439 -5.0556 1.9010
C 1.4712 3.3746 -0.1736
N 2.5536 0.0965 0.7392
H -0.3225 -4.2123 -1.3984
P 0.5395 1.6499 1.7239
C 0.8847 3.4678 1.2431
C -0.1198 1.5457 3.5235
H -1.1731 -5.0260 0.7880
C 3.6838 0.1575 -0.0652
H -4.4155 3.7806 1.0028
B 1.6955 -0.9027 0.2068
C 0.4065 -3.8125 3.5242
C -0.0977 -3.8105 -4.1161
H -0.3276 5.1763 0.6944
N -3.6907 2.0817 -0.0075
C -0.6457 -3.1107 4.0918
H -2.8435 -3.4363 -3.9631
H -2.7040 -2.5092 3.8889
H 4.9753 1.6207 0.8595
C -1.0061 -4.4367 1.6852
H -1.2025 1.0749 -2.7183
H 3.0144 1.8493 1.7514
C 4.5370 -0.9535 -2.0486
H 2.5024 3.0039 -0.1750
N -5.1001 0.7955 1.0588
C -0.4635 4.1821 1.1393
H 0.8649 2.7129 -0.8025
C 0.2271 -4.4752 2.3197
H -1.8441 0.1984 -4.1207
H 2.4863 0.5227 2.8041
H -2.7985 -1.9223 -3.0381
H -6.7243 1.9841 0.4399
H 0.8531 -4.1479 -3.6962
H -1.1494 3.6122 0.5033
H 6.7514 1.2987 -0.8168
C 5.6928 -0.2013 -1.9196
N 2.2881 -1.3702 -0.9953
C -4.7691 2.9882 0.3310
H 0.4532 -0.5696 3.4517
C -1.8685 -3.0403 3.4391
C 1.4515 0.6883 -3.2098
P -0.0678 -1.4549 -2.3735
H 1.4536 -1.3369 -5.1149
C -0.9733 0.7372 -3.7366
C -1.6376 1.4221 3.3261
C 3.5278 -0.7623 -1.1218
C 5.8358 0.7224 -0.8940
H -0.5155 -2.6335 5.0614
C 4.8370 0.9137 0.0470
H 2.6450 3.6607 2.5407
H 1.2616 2.8983 4.5344
C 1.8311 4.2679 2.1374
H 2.4036 0.1615 -3.3175
C 0.6010 -0.6497 -5.1207
H 2.2746 -2.1144 -2.9486
H -0.1776 2.4510 5.4674
*
```

Highest occupied orbital energy: -9.897 eV
LUMO level: -2.635 eV

Below is a 7-piece molecular cluster, C33H57Br12Cl2F4N3O4PS overall in a non-equilibrium geometry, with properties calculated with ωB97M-V/def2-TZVPD.

Structure (ORCA input):
```
! wB97M-V def2-TZVPD RIJCOSX def2/J DEFGRID3
* xyz 1 1
Br -5.5884 10.1457 -0.5239
H -0.1951 -10.5968 1.5199
S 1.3649 4.8124 3.3796
C 2.6033 3.6419 0.2584
H 0.6571 1.8383 4.4179
H 3.1348 -6.0335 -6.6156
Br 1.2937 -5.8999 -0.1476
H -0.7336 1.6828 -0.8645
H -3.8591 2.8218 2.7363
F -5.1406 1.6274 0.8502
C -0.6348 -9.7973 2.1056
O 3.0686 4.6144 0.8298
C -1.6508 4.3000 -1.9455
C -0.2995 1.4141 0.0953
H -1.6416 5.1179 -2.6474
H -5.3744 3.0013 -5.5838
Br 2.0654 -8.8509 2.2165
Br 5.2747 -2.8110 3.9392
C 0.2919 2.6809 0.7542
C -0.9608 -2.8350 0.5732
H 7.9895 -2.5612 5.0493
C 6.9139 -3.8230 3.6540
C 0.5915 0.2224 -0.2792
C -6.2849 8.5538 -1.3945
H 3.7223 3.2144 2.7230
C -1.5103 -0.5187 1.4406
H -1.8924 -1.2795 -0.5835
C -2.8733 1.2948 0.2470
H -7.3213 8.4764 -1.0749
Cl 2.0847 -1.2404 -3.2756
C -1.9090 -1.6384 0.4348
C -5.5195 7.3232 -0.9911
C 1.8169 0.4807 -1.1427
H 1.8975 -1.6655 -0.9966
O 0.1123 2.5756 4.7365
F -3.0110 2.6492 0.2781
H -4.0875 0.2988 1.8573
H 4.3028 1.9478 1.6267
H 4.0119 -5.9029 -1.3224
H 3.4362 -0.9544 -1.3350
H 0.5496 -9.8452 3.8906
H 0.8472 -5.1288 -5.7727
H -6.0488 6.4240 -1.3019
Br 4.5805 -4.8528 -4.9696
N -0.4387 2.6226 2.1181
C 2.3103 -4.5712 -1.1345
C -0.2336 4.0191 0.1630
C 3.7835 -4.8591 -1.1367
C 2.2127 1.9245 1.9840
H 1.5386 0.9853 -2.0576
H 1.7387 -4.4315 -4.4075
C -1.3996 1.7720 2.1820
Cl 0.7174 5.5848 -1.8071
H -3.8953 2.2792 4.4732
N 1.7049 2.7362 0.9947
H -0.5468 -0.7250 1.8788
C 3.0070 3.3714 -1.1652
H -1.9074 0.8811 4.0895
H 1.9143 -4.6084 -2.1477
Br 1.6165 -6.9156 -4.2516
H -0.0329 -0.4215 -0.8859
H -6.2479 8.7362 -2.4629
C -1.5485 0.9291 0.9077
H -1.2694 4.0598 0.4664
H 3.2307 4.3221 -1.6123
H 2.0805 -3.6122 -0.6900
C 3.6222 2.1745 2.4414
H 3.8760 2.7235 -1.1707
O -1.4245 4.3896 3.9534
H -1.9318 3.4257 -2.5205
H 0.1846 3.2451 -1.8522
C -2.2456 1.6018 3.3617
H -1.1073 -4.8280 0.0816
H -0.6208 -2.8839 1.6012
H 2.2326 2.9042 -1.7544
O 1.5270 1.0248 2.4806
H 6.8024 -4.7261 4.2491
Br 4.5725 -4.3774 0.5764
C -5.4467 2.8555 -4.5116
C 8.1270 -3.0482 4.0903
C -3.3936 2.2542 3.5246
C 1.7495 -5.2037 -5.1702
H -1.5025 -10.1752 2.6410
C 0.3438 -9.1716 3.0622
Br 8.5871 -1.6550 2.8125
Br -4.8191 4.4974 -3.6766
H 0.9051 -0.3671 0.5698
H -4.5267 1.6759 -2.9457
Br -1.3389 -8.4940 0.8420
N -1.7250 -4.0683 0.3361
H 2.6086 0.9802 -0.6111
H -2.2140 -0.6224 2.2576
H -0.1203 -2.7500 -0.1135
H 2.9211 -4.2748 -6.7052
H -0.0007 -8.2185 3.4484
H -5.1554 0.7390 -4.3143
H 8.9966 -3.6993 4.1350
C 2.3821 -0.8876 -1.5611
H 0.2456 4.8556 0.6494
H 3.8103 1.5523 3.2980
H -2.8767 -2.0215 0.7198
F -2.8385 0.9554 -1.0616
H -6.4923 2.7594 -4.2290
C -0.2350 4.1141 -1.3694
H 4.2903 -4.2424 -1.8754
Br -3.7886 7.2304 -1.8787
P -0.1053 3.6076 3.5712
Br -2.8860 1.5828 -4.8075
H -1.7677 4.8310 3.1662
C -4.1817 0.6673 0.8450
H 6.9408 -4.0849 2.6015
C 2.9762 -5.1306 -6.0366
H -2.3891 -3.9040 -0.4060
H -5.3280 7.2811 0.0755
F -4.6104 -0.3258 0.0470
H -2.3727 4.5630 -1.1898
C -4.6657 1.6647 -4.0217
*
```

Highest occupied orbital energy: -11.285 eV
LUMO level: -4.050 eV

Below is a 6-piece molecular cluster, C33H57BrF5N2O16 overall in a non-equilibrium geometry, with properties calculated with ωB97M-V/def2-TZVPD.

Structure (ORCA input):
```
! wB97M-V def2-TZVPD RIJCOSX def2/J DEFGRID3
* xyz 1 1
H 4.7008 6.1091 -5.2300
H 4.6282 1.3157 -5.2185
C 5.6354 3.7025 -5.2612
H -5.1593 -0.6372 -4.3801
H 3.5091 -0.0267 -2.3134
C 0.4286 -3.0630 3.3188
H -6.4820 5.0892 4.1836
H 1.2251 2.4383 2.7144
H 7.5544 6.2522 -4.0675
H 5.9200 1.2970 5.8383
H -3.0286 1.7418 -3.7163
O 1.1669 -2.9243 2.3567
O 3.5302 0.7274 5.1325
H 6.0994 6.8183 -6.0317
H -4.3841 0.6190 -0.6557
N -3.5725 0.5463 -1.3183
F -3.0568 -5.3945 -1.1843
C -4.0598 4.5877 6.5268
C 2.6846 0.7171 -2.7408
F -5.4824 -4.9437 -2.2509
C -0.0130 1.3302 -2.8220
H 0.0297 2.4888 -2.6565
H 6.1484 1.2728 -4.2540
H 0.2599 2.5473 5.0278
C -2.6713 0.6375 -3.5658
O -4.0030 2.9355 1.3673
H -7.1076 -0.9047 -1.9064
O 4.8169 3.7144 -4.3557
C -0.0420 -5.7964 -3.2326
C 1.6522 1.8456 3.5294
C 5.7933 6.0571 -5.3071
C -2.9458 2.6864 0.5464
C -3.7374 -0.2487 -2.6300
F -4.5817 -3.4026 -3.8325
H -2.4836 -3.7474 2.0666
C -1.4475 0.6255 -2.4581
H -2.5484 -0.0604 -4.5091
C 1.2047 0.5104 -2.0221
C -0.9126 -5.0756 1.4632
O -4.0418 5.0357 5.2463
H 3.0756 1.8088 -2.5698
H 2.4573 -1.7153 4.2025
O 6.1583 2.5941 -5.8477
H 6.2422 2.9321 6.4455
H 5.9335 -5.0390 -2.2389
C -4.6685 -3.6747 -2.3558
H -4.7000 5.2551 9.0420
O 6.2046 4.7913 -5.8368
C 2.1522 -2.5744 4.8089
H -1.1456 -2.9175 1.2775
O -4.4571 3.4954 6.8997
N -1.8587 1.9771 0.0198
C 2.9796 -5.4962 -3.5009
H -0.2830 1.0985 4.1432
H 0.1741 -5.0829 1.3218
H -6.7469 -2.0876 -3.3404
H -4.8283 -1.9507 -0.7105
H 0.9710 -0.6499 -2.0906
C 5.0891 -5.6716 -2.5265
H 6.0873 0.5484 -5.8730
H 2.5936 0.4997 -3.8877
H -1.2037 -0.5098 -2.2046
F -2.5360 -3.0573 -0.9315
H 6.1553 5.6159 -3.2116
H -1.1436 -5.8654 2.1857
H -6.4497 3.4514 3.4815
C -3.1706 -4.0526 -1.8223
C 6.4666 6.3381 -3.9748
H -4.2154 4.4913 3.2889
H 0.4730 -6.6620 -2.8009
C 0.7942 -5.1430 -4.3195
H -3.2127 -1.3061 -2.6702
O -0.8702 -3.4532 3.2783
H 4.7673 -6.2391 -1.6478
C -4.5486 4.1240 4.2647
O 2.0041 -4.5962 -3.7818
H -1.3834 -5.3180 0.5066
O -3.5869 5.5789 7.3267
C 3.6033 1.9141 4.8559
O 0.7740 -2.8828 4.6204
H -6.4385 3.6830 5.2398
C -5.4613 -2.5248 -1.5079
O 4.5455 2.7812 5.3103
C -6.2281 -1.4480 -2.4765
C 5.7209 1.3738 -5.2563
H 0.1889 1.1000 -3.9759
F -2.2952 -4.1225 -3.0521
H 2.3014 -2.3212 5.8623
H -0.2238 -5.0941 -2.4123
C -3.6552 5.2736 8.7168
H 6.2168 7.3411 -3.6184
C -6.0669 4.0814 4.2890
H -6.3188 -3.0875 -0.8971
H -1.0018 -6.1342 -3.6327
O 4.0328 -4.8234 -2.9677
H 2.0119 0.9079 3.0893
H -4.1114 3.1274 4.3982
H 0.9646 0.9785 5.3981
O 2.7420 2.6042 4.0670
H 2.7643 -3.4506 4.5739
C 0.5836 1.6014 4.5810
C 5.4542 2.2017 6.2423
H 1.0130 -5.8387 -5.1382
Br 1.4179 1.0711 -0.1087
O 2.9137 -6.7031 -3.6711
H -5.7807 0.6943 -3.1876
H 0.2332 -4.3078 -4.7508
H -3.1373 6.0666 9.2633
C -1.3932 -3.7279 1.9733
H -3.1627 4.3223 8.9429
H 5.4207 -6.3462 -3.3226
C -5.2571 -0.3656 -3.2298
C -2.3022 1.1106 -1.1459
H 4.9348 1.9834 7.1805
*
```

Highest occupied orbital energy: -12.448 eV
Energy relative to the best compared isomer or geometry (same formula, charge and spin): 8.307 eV
LUMO level: -5.796 eV

Below is C33H57BrN2O2ScSi as an isolated structure in a non-equilibrium geometry, with properties calculated with ωB97M-V/def2-TZVPD.

Structure (ORCA input):
```
! wB97M-V def2-TZVPD RIJCOSX def2/J DEFGRID3
* xyz 1 1
C -4.3688 -0.2359 -1.4722
H 1.3587 -0.6857 -0.1267
N 2.5076 1.7889 0.2566
C -1.4687 3.6368 0.2855
H -0.6033 -0.4311 3.6620
H 0.4515 -1.3174 1.2774
H -0.7194 3.0316 -0.2474
H 2.5671 4.5654 2.1094
C -1.4622 -0.4329 -3.5404
Br 3.1440 0.2289 3.7199
H 3.9638 -0.8288 -4.1414
H -2.2592 3.8988 -0.4303
C -3.0247 -4.1853 -3.5195
C -3.7493 -1.6836 1.8633
H 1.1973 3.2168 -1.6638
C -1.7597 1.3874 3.3408
H 1.2350 -3.4467 -1.7160
H -0.9249 -4.1525 -2.9864
H 1.1616 4.9134 3.7849
H -3.9018 -2.4946 2.5895
C -2.0594 2.9092 1.4521
H -4.8996 0.7060 -1.6288
C 2.0945 3.6572 1.7442
H 5.3712 -0.9683 -2.0835
H 3.3080 4.0025 -1.2159
C 2.6113 0.6308 -3.2926
C -2.8441 -2.2590 0.8047
C -0.8604 -1.6420 -2.8802
H -3.2539 -3.1538 0.3111
C -3.2763 -0.0311 -0.4732
C 3.7209 -2.9774 1.4202
H -0.1084 3.7833 4.2673
O -2.4959 -1.3183 -0.3294
H 5.4697 1.3451 0.4697
C 2.2533 1.3712 -2.1589
C 1.0501 2.2683 -2.2034
H 0.1552 1.7714 -1.7864
Si 2.0876 -2.8615 0.5428
H -2.5218 -1.8800 -1.2508
C 5.0489 0.3527 0.2464
C 0.7297 -4.0547 1.0451
H -0.1109 -1.3480 -2.1227
H 4.4967 -2.4165 0.8777
C -3.1299 1.4641 3.6175
H -5.0358 2.3195 3.0215
H 2.0193 0.7345 -4.2062
C 1.5005 -1.1186 0.9069
H -3.5353 0.9006 4.4706
C 3.7036 -0.2432 -3.2573
N 0.1780 2.1894 2.0915
H -3.9757 -3.6844 -3.2790
H -4.0720 3.5347 1.0495
Sc 1.6227 0.6749 1.8288
H -3.9584 -0.5709 -2.4342
H 2.4545 -2.1779 -1.7997
H 4.6703 3.3904 -0.2426
H 0.4662 -3.9763 2.1065
H -5.0885 -0.9555 -1.0642
H 0.0988 1.0438 4.3981
C -1.8971 -3.8790 -2.5504
O -1.8957 -2.4611 -2.2631
H -2.7659 -3.8639 -4.5376
H 5.8984 -0.3235 0.0673
H 3.8055 4.8607 0.2593
H 3.6401 -2.5238 2.4193
H -0.7791 -0.0401 -4.3080
H -1.6166 0.3867 -2.8272
H -2.0372 -4.4717 -1.6345
H -3.2076 -5.2637 -3.5382
C 2.9912 1.2097 -0.9608
H 2.9379 -3.8555 -1.6098
H -0.9707 4.5715 0.5847
H -2.3991 -0.6807 -4.0577
C 3.6804 3.8687 -0.1896
C 4.1620 0.4117 -0.9639
C -0.8436 0.5286 4.1561
H -3.2607 -0.8622 2.4054
C 0.8876 3.3158 2.3747
C 0.3438 4.2851 3.3967
H -1.8734 -2.5062 1.2469
C 2.1926 -3.1139 -1.3045
H -0.1758 -3.8234 0.4629
H -4.7479 -1.3774 1.5267
H -2.5253 0.7171 -0.7414
H 0.9846 -5.1004 0.8281
C -3.4290 2.9517 1.7201
H 0.8071 2.5233 -3.2465
H 4.5400 -0.0011 1.1598
H -1.3366 0.2907 5.1069
H 4.0969 -3.9975 1.5555
C 4.4831 -0.3290 -2.1031
C -3.9645 2.2469 2.8065
H -0.4149 4.9559 2.9564
H -0.3867 -2.2664 -3.6458
C 2.7114 3.0636 0.6213
H -3.6382 0.2092 0.5239
C -1.2257 2.1582 2.2950
*
```

Highest occupied orbital energy: -10.669 eV
Energy relative to the best compared isomer or geometry (same formula, charge and spin): 2.834 eV
LUMO level: -1.937 eV

| no. | orbital gap (eV) |
| --- | --- |
| 1 | 7.26 |
| 2 | 7.24 |
| 3 | 6.65 |
| 4 | 8.73 |